Record 1
10
Properties=species:S:1:pos:R:3:mulliken_charge:R:1 method="wB97M-V/def2-TZVPD" lumo_energy_ev="-1.160 / -0.970" de_lowest_kcal_mol=204.96 charge=0 e_homo_ev="-9.864 / -8.532" total_energy_ha=-338.32657
H -0.34 2.03 0.10 0.29
H 1.38 1.79 -0.28 0.29
N 0.46 1.45 0.20 -0.39
O -1.69 -1.22 -0.22 -0.59
H 2.18 -1.28 -0.10 0.31
N -1.34 -0.07 0.01 0.85
H 0.46 -2.28 -0.13 0.31
C 1.11 -1.39 0.17 -0.62
C -0.03 0.19 0.04 0.21
O -2.20 0.80 0.20 -0.65


Record 2
53
Properties=species:S:1:pos:R:3:mulliken_charge:R:1 method="wB97M-V/def2-TZVPD" lumo_energy_ev="-12.071 / -12.072" de_lowest_kcal_mol=196.24 charge=+3 e_homo_ev="-16.206 / -16.205" total_energy_ha=-2227.11163
C -3.03 -3.59 -2.01 -1.15
H 1.14 3.10 1.35 0.42
H -0.45 -3.10 -1.98 0.27
H 1.27 -2.76 -2.05 0.46
H 2.81 -5.25 2.07 0.33
C -1.36 -4.84 -0.69 -0.42
C 0.33 -2.50 -2.52 -1.24
H 1.63 -4.55 4.09 0.42
C -1.55 -0.39 -3.17 -0.99
I 2.82 0.30 -0.11 -0.15
H -2.41 1.27 2.65 0.35
H 1.19 1.17 -3.15 0.44
C 1.01 -3.99 3.38 -0.84
P -0.02 -0.76 -2.39 0.96
H -1.41 -0.57 -4.24 0.47
I -2.80 -0.56 0.31 0.22
H 1.21 -0.43 3.44 0.33
H 0.28 -2.78 -3.55 0.58
H -2.81 -5.76 -2.14 0.68
P -0.06 1.20 2.20 0.60
H 2.22 -4.28 0.71 0.21
C 1.18 2.46 2.26 -1.31
N 0.75 -4.80 2.17 0.07
C -1.24 -2.26 -0.75 -1.99
H -1.48 2.66 3.32 0.47
O 0.57 -2.78 1.22 -0.06
H 2.19 2.04 2.34 0.40
H -0.55 -0.72 3.56 0.34
H -0.94 -5.69 1.42 0.55
C -0.56 -4.61 1.44 -1.54
H -3.92 -3.71 -2.54 0.56
Pb -0.01 0.28 -0.10 1.02
C 1.95 -5.11 1.41 -0.76
H 2.24 -0.27 -3.06 0.44
C -0.95 -3.90 -0.01 1.06
H -1.85 0.65 -3.00 0.49
H -2.36 -1.04 -2.81 0.24
H 1.01 -0.13 -4.38 0.49
H 0.08 -3.73 3.89 0.26
H -1.25 -5.92 -0.49 0.49
H -1.28 -4.21 2.17 0.35
C -2.41 -4.92 -1.77 -0.63
H 0.95 3.08 3.15 0.47
H 1.56 -3.07 3.16 0.25
H -3.44 -1.81 -1.66 0.94
H 1.83 -6.03 0.81 0.30
C 0.39 -1.76 0.80 0.51
H -1.89 2.59 1.57 0.43
H 0.20 0.64 4.47 0.52
C 0.23 0.06 3.53 -1.12
C -2.50 -2.43 -1.48 0.26
C -1.61 2.00 2.45 -1.30
C 1.23 0.09 -3.32 -1.15


Record 3
13
Properties=species:S:1:pos:R:3:mulliken_charge:R:1 method="wB97M-V/def2-TZVPD" lumo_energy_ev=1.012 de_lowest_kcal_mol=16.66 charge=0 e_homo_ev=-9.869 smiles="NC(=O)C1CC1" total_energy_ha=-286.60510
H -0.08 -1.11 1.04 0.33
C -1.41 0.57 0.48 -0.56
H -2.02 -1.31 -0.53 0.26
H -2.04 0.39 1.35 0.25
O 0.99 1.37 -0.90 -0.62
H -1.27 -0.05 -1.63 0.24
H -1.28 1.61 0.19 0.24
N 2.24 -0.17 0.17 -0.43
C -0.20 -0.32 0.30 -0.06
C 1.04 0.36 -0.22 0.44
H 3.05 0.35 -0.16 0.25
H 2.38 -1.13 0.44 0.21
C -1.39 -0.43 -0.62 -0.55


Record 4
16
Properties=species:S:1:pos:R:3:mulliken_charge:R:1 method="wB97M-V/def2-TZVPD" lumo_energy_ev=1.156 de_lowest_kcal_mol=82.60 charge=0 e_homo_ev=-8.657 total_energy_ha=-288.65041
C -1.17 -1.08 -0.23 -0.27
N 0.96 -0.68 -0.31 -0.21
H 1.12 0.97 0.95 0.33
H 2.31 0.98 -0.41 0.28
H 0.27 -1.67 1.53 0.43
H -1.68 0.38 1.56 0.39
C 1.77 0.36 0.31 -0.86
H -1.99 -1.76 -0.38 0.42
C -1.07 0.12 0.70 -0.47
C -0.02 -1.05 0.68 -0.53
H -0.15 1.92 -0.47 0.29
C -0.22 -0.25 -1.15 -0.28
H -1.73 1.28 -1.00 0.31
H -0.11 -0.38 -2.23 0.44
C -0.78 1.02 -0.52 -0.55
H 2.49 -0.13 0.98 0.28


Record 5
25
Properties=species:S:1:pos:R:3:mulliken_charge:R:1 method="wB97M-V/def2-TZVPD" lumo_energy_ev="-6.893 / -6.892" de_lowest_kcal_mol=25.69 charge=+1 e_homo_ev="-13.053 / -13.053" total_energy_ha=-655.08924
H 5.10 -0.86 0.57 0.31
C -3.68 -0.14 0.58 -0.14
C -2.92 -1.36 0.45 -0.49
O 3.50 0.57 0.45 -0.43
C -1.63 -1.44 0.13 -0.55
C 1.67 -0.71 -0.52 -0.94
H 2.10 -0.04 -1.29 0.31
C -0.81 2.23 -0.09 -0.94
F -1.01 -0.24 -1.75 -0.35
H 1.46 -1.65 -0.90 0.54
C -3.02 1.10 0.46 -0.77
C 2.83 -0.62 0.54 0.28
H -3.59 2.01 0.58 0.41
H -1.22 -2.45 -0.11 0.36
H 4.28 -0.70 -0.99 0.20
N 0.47 -0.09 0.03 -0.36
H 2.47 -1.12 1.42 0.39
C -0.84 -0.25 -0.25 1.52
C 4.19 -0.65 0.09 -0.50
H -4.86 -0.14 0.70 0.34
H -1.24 3.14 -0.01 0.57
H 1.36 2.61 -0.55 0.42
C 0.46 2.04 -0.23 -0.29
C -1.65 1.07 0.12 0.71
H -3.42 -2.30 0.59 0.40